Entry from OMol25: 6 unconnected molecules or ions with the total composition C21H57N9O9 at a distorted geometry (ωB97M-V/def2-TZVPD).

Geometry (Å):
C -7.8034 -4.1924 3.6129
O -6.7456 -3.2919 3.8394
C -5.8548 -2.9981 2.8083
C -5.3268 -1.5495 2.9943
N -4.3925 -1.5464 4.1101
C -3.7784 -0.1875 4.0562
C -2.8922 0.0374 5.2215
O -3.4577 -0.2552 6.4721
C -4.5209 0.6257 6.9536
H -8.2700 -4.5849 4.5165
H -7.4072 -5.0766 3.1136
H -8.5976 -3.6188 3.1349
H -6.4364 -3.0533 1.8881
H -5.0632 -3.7029 2.5535
H -6.2489 -0.9833 3.1262
H -4.8825 -1.2137 2.0573
H -4.8915 -1.6602 4.9808
H -4.4361 0.6536 4.2757
H -3.1839 -0.0383 3.1549
H -2.4222 1.0175 5.3034
H -2.0467 -0.6347 5.0748
H -4.8759 0.1653 7.8756
H -5.3472 0.7675 6.2570
H -4.1951 1.6035 7.3084
C -5.2653 0.2946 -8.5780
O -5.5031 0.7704 -7.2495
C -6.1555 -0.1161 -6.2167
C -5.6455 -1.5490 -6.0001
N -4.3313 -1.5169 -5.3175
C -3.4867 -2.6596 -5.7320
C -2.2003 -2.6029 -4.9101
O -2.3235 -3.0071 -3.5417
C -2.8356 -4.3088 -3.3485
H -4.3531 -0.2948 -8.4843
H -5.0789 1.1749 -9.1931
H -5.9660 -0.2925 -9.1715
H -7.2010 -0.0746 -6.5224
H -5.9478 0.4656 -5.3186
H -5.6090 -2.0070 -6.9886
H -6.3192 -2.1656 -5.4050
H -3.9600 -0.5919 -5.4808
H -3.1857 -2.7875 -6.7717
H -4.1794 -3.4505 -5.4441
H -1.9771 -1.5365 -4.9432
H -1.4647 -3.1856 -5.4646
H -3.9042 -4.4457 -3.5142
H -2.5708 -4.6411 -2.3448
H -2.4017 -5.0108 -4.0606
C 6.5527 4.6971 5.0100
O 7.0415 3.8431 4.0196
C 6.2489 2.8180 3.5219
C 6.9935 1.9662 2.5119
N 8.2691 1.4339 3.1586
C 7.8733 0.4577 4.1905
C 9.0995 -0.3222 4.7915
O 8.8149 -1.0938 5.8964
C 9.9063 -1.6816 6.5320
H 5.7519 5.3181 4.6084
H 7.3737 5.2852 5.4202
H 5.9967 3.9890 5.6246
H 5.4960 3.3181 2.9127
H 5.8943 2.1824 4.3333
H 7.4036 2.4405 1.6203
H 6.2758 1.1706 2.3117
H 8.6022 2.2638 3.6280
H 7.2197 -0.2008 3.6184
H 7.2131 0.8041 4.9856
H 9.8134 0.4181 5.1526
H 9.5758 -1.0159 4.0987
H 10.6661 -2.1385 5.8979
H 9.5605 -2.5136 7.1454
H 10.4696 -0.8720 6.9962
C 5.1347 3.0279 -3.4908
O 4.0593 2.6781 -2.9966
N 6.1797 2.3272 -3.4854
N 5.3490 4.0994 -4.2291
H 6.2100 1.4632 -2.9631
H 6.7998 2.4504 -4.2729
H 6.2189 4.0931 -4.7422
H 4.4978 4.5258 -4.5665
C 1.1080 -1.1492 0.9544
O 1.9866 -0.7021 1.6844
N 0.7899 -0.6580 -0.2174
N 0.4106 -2.2721 1.0943
H 0.1307 -1.2361 -0.7189
H 1.3333 0.1541 -0.4726
H 0.5765 -2.7584 1.9638
H -0.2775 -2.6058 0.4346
C -1.8541 4.1259 -5.3963
O -2.2881 4.6179 -4.3913
N -2.3626 4.2836 -6.5789
N -0.8386 3.3741 -5.4149
H -3.3131 4.6214 -6.6307
H -2.2778 3.6594 -7.3684
H -0.4105 3.2760 -6.3245
H -0.3325 3.2929 -4.5447

orbital gap = 0.3343 Eh
SMILES = COCCNCCOC.COCCNCCOC.COCCNCCOC.NC(N)=O.NC(N)=O.NC(N)=O
LUMO energy = 0.32 eV
highest occupied orbital energy = -8.782 eV
energy above the lowest of the compared OMol25 structures with the same formula, charge and spin = 135.03 kcal/mol
electronic energy = -2004.058970 Ha